1.
{"formula": "C6H13NO", "method": "ωB97M-V/def2-TZVPD", "elements": ["H", "H", "C", "O", "C", "C", "H", "H", "H", "H", "H", "H", "H", "H", "C", "C", "H", "H", "C", "H", "N"], "positions_angstrom": [[-0.235, -2.765, -0.073], [-2.549, 0.215, 1.303], [-1.016, 0.254, -0.199], [2.828, -1.082, 0.803], [1.276, 0.590, 0.002], [-1.219, 1.629, -0.793], [1.066, 0.877, 1.026], [-0.837, 1.695, -1.814], [-1.549, -0.475, -0.808], [2.839, -0.392, -1.150], [-0.746, 2.408, -0.190], [0.469, -0.900, -1.666], [-2.290, 1.864, -0.821], [-1.025, 0.906, 1.874], [-1.458, 0.130, 1.239], [0.628, -0.914, -0.596], [1.266, 1.351, -0.771], [1.013, -2.066, 0.995], [2.329, -0.441, -0.171], [-1.217, -0.849, 1.660], [0.426, -2.035, 0.151]], "lumo_ev": 0.84, "e_homo_ev": -7.6, "e_tot_ev": -9965.8657, "e_above_lowest_kj_mol": 512.2, "gap_ev": 8.41, "fmax_ev_per_a": 3.8, "total_charge": 0, "mol_weight_da": 115.18}

2.
{"formula": "C32H44N8O7S4Ti", "method": "ωB97M-V/def2-TZVPD", "elements": ["O", "H", "Ti", "H", "H", "H", "H", "H", "O", "H", "N", "C", "H", "H", "C", "C", "C", "C", "H", "C", "O", "O", "C", "C", "C", "S", "H", "H", "H", "H", "H", "H", "C", "H", "N", "N", "C", "O", "H", "H", "H", "H", "H", "C", "N", "H", "H", "H", "H", "C", "H", "C", "H", "O", "H", "H", "S", "H", "C", "C", "C", "H", "H", "C", "C", "H", "O", "N", "C", "C", "C", "H", "C", "H", "N", "S", "C", "C", "H", "H", "H", "C", "S", "H", "C", "C", "H", "C", "C", "H", "N", "N", "H", "C", "C", "H"], "positions_angstrom": [[-0.682, -1.904, -0.851], [-3.082, 3.445, 4.080], [0.241, -0.078, -0.939], [0.275, -8.071, -0.408], [0.609, 3.852, -3.808], [-1.383, -6.066, -3.086], [-1.096, 3.621, 5.584], [-2.592, 1.928, -2.965], [0.024, 3.134, -1.160], [0.322, 2.192, -5.363], [3.362, 2.090, 0.649], [-2.077, 3.211, 3.725], [-0.546, -4.111, 1.022], [-1.484, -3.012, -3.833], [-0.895, -1.935, -2.126], [1.153, -5.100, 1.901], [-2.115, -0.689, 3.180], [-1.733, 1.890, -4.952], [1.606, -0.124, 3.138], [3.472, -1.287, -2.890], [1.674, -1.047, -1.343], [-2.380, -4.847, -0.484], [2.810, 1.152, -0.126], [0.190, 2.522, -2.175], [3.479, 0.481, -1.240], [0.464, 2.223, 4.475], [-1.671, 4.560, -4.237], [-1.684, 1.978, 5.471], [-1.928, -0.970, 4.213], [0.315, 1.950, 1.767], [-3.848, 0.397, 2.496], [2.988, -2.162, -3.303], [-1.208, 2.777, 4.903], [1.394, -4.269, 2.554], [-0.277, 2.036, -4.556], [-3.852, -0.328, -0.493], [1.936, -6.250, 1.942], [0.644, 1.276, -2.301], [2.831, -6.982, 3.749], [-3.300, 0.888, 4.080], [4.326, 2.378, 0.607], [-3.473, 2.895, -4.157], [-1.955, 0.835, -5.080], [-2.956, 0.605, 3.085], [-0.870, -5.647, -2.321], [0.383, -4.404, -3.377], [-2.681, -1.508, 2.748], [2.210, -8.217, 1.125], [3.956, -6.832, 2.407], [0.721, -0.485, 3.666], [-2.274, -3.504, -2.318], [-0.295, -4.329, -2.529], [-3.539, -3.253, 0.903], [-0.683, -0.863, -2.746], [5.140, -1.328, -4.224], [-5.791, -2.747, 0.316], [-1.582, -5.983, -0.889], [-0.607, 0.235, 5.224], [-2.483, 2.587, -3.829], [-1.574, 3.771, -3.491], [0.064, -5.004, 1.046], [0.313, -4.088, -1.656], [-1.759, 4.194, -2.507], [2.422, 2.550, 1.561], [1.610, -7.315, 1.098], [1.090, 0.232, 5.620], [-2.198, -7.259, -1.070], [-1.625, 0.662, -0.573], [3.099, -6.363, 2.890], [5.288, 0.296, -2.824], [-1.327, -3.204, -2.774], [0.058, 1.192, -4.069], [-0.236, -6.078, 0.221], [-6.116, -1.227, -0.453], [1.535, 0.986, 0.259], [-0.515, -0.730, 2.346], [4.692, 0.937, -1.755], [4.674, -0.819, -3.390], [6.225, 0.662, -3.219], [-1.673, 4.117, 3.271], [-2.316, -2.148, 0.515], [0.534, -7.241, 0.236], [-2.184, 2.064, 2.336], [3.405, -5.387, 3.265], [-0.177, 3.156, -3.524], [-2.677, 0.146, -0.481], [2.648, 3.299, 2.300], [-4.184, -1.510, 0.048], [0.380, 0.444, 4.820], [5.173, 1.811, -1.331], [-5.460, -1.864, -0.033], [-3.308, -2.292, 0.684], [0.956, -1.469, 4.072], [1.287, 1.875, 1.301], [2.878, -0.630, -1.827], [-1.869, 2.410, -5.897]], "lumo_ev": -5.76, "e_homo_ev": -12.5, "e_tot_ev": -126601.0766, "e_above_lowest_kj_mol": 64.6, "gap_ev": 6.77, "fmax_ev_per_a": 1.2, "total_charge": 2, "mol_weight_da": 828.89}

3.
{"formula": "C3H5N2OS", "method": "ωB97M-V/def2-TZVPD", "elements": ["C", "N", "H", "C", "O", "H", "C", "H", "N", "H", "S", "H"], "positions_angstrom": [[-0.868, -1.542, -0.345], [-0.969, 1.128, -0.383], [2.125, 1.010, 0.542], [0.185, 1.666, -0.315], [1.031, -0.379, 0.905], [-2.003, -1.273, -0.214], [0.143, -1.260, 0.781], [0.235, -2.207, 1.544], [1.136, 0.925, 0.399], [-1.692, 1.658, -0.903], [0.065, -2.267, -1.396], [0.612, 2.540, -0.615]], "lumo_ev": -5.22, "e_homo_ev": -14.0, "e_tot_ev": -19042.4235, "e_above_lowest_kj_mol": 470.0, "gap_ev": 8.74, "fmax_ev_per_a": 5.3, "total_charge": 1, "mol_weight_da": 117.15}

4.
{"formula": "C17H14BF8N7Ru", "method": "ωB97M-V/def2-TZVPD", "elements": ["N", "H", "C", "N", "F", "F", "C", "C", "C", "H", "C", "H", "C", "H", "N", "H", "F", "C", "N", "B", "F", "H", "F", "H", "C", "N", "Ru", "C", "F", "F", "H", "C", "H", "C", "C", "C", "C", "H", "C", "F", "H", "N", "C", "H", "C", "N", "H", "H"], "positions_angstrom": [[-0.079, 1.757, -1.458], [1.213, 4.683, -1.639], [-3.369, -4.906, 2.071], [-0.424, 2.578, 1.372], [-2.575, -5.826, 2.621], [1.266, -0.658, -2.625], [3.068, 1.598, 1.298], [0.283, 3.238, -3.086], [2.485, -0.437, 0.705], [-3.014, -0.762, 0.011], [-1.226, -3.591, 1.828], [3.544, 2.506, 1.628], [-2.585, -3.698, 1.603], [2.422, -1.483, 0.461], [-1.209, -1.476, 0.742], [-0.661, 1.247, -3.418], [-0.142, -2.600, -3.662], [-1.053, 3.340, 2.279], [1.825, 1.636, 0.808], [0.863, 2.843, 0.589], [1.061, -2.277, -1.151], [-0.662, 4.308, 2.545], [-1.400, -2.797, -1.915], [-2.809, 0.615, 2.102], [-3.256, -2.678, 0.945], [1.459, 0.384, 0.459], [-0.308, 0.084, -0.363], [-2.163, 2.655, 2.729], [-4.015, -5.467, 1.044], [-4.280, -4.539, 2.980], [-4.318, -2.733, 0.750], [0.745, 3.742, -1.877], [4.490, -0.074, 1.571], [3.529, 0.293, 1.259], [0.374, -1.239, -1.768], [-2.531, -1.585, 0.529], [-2.131, 1.449, 2.030], [0.492, -2.331, 1.526], [-0.673, -1.941, -2.647], [-1.529, -1.015, -3.137], [-2.882, 2.974, 3.461], [-1.082, 1.411, 1.211], [-0.569, -2.460, 1.376], [-0.677, -4.368, 2.338], [-0.214, 1.987, -2.778], [0.523, 2.847, -0.919], [1.385, 3.861, 0.919], [0.311, 3.714, -4.049]], "lumo_ev": [-4.15, -5.12], "e_homo_ev": [-12.6, -12.5], "e_tot_ev": -53282.1538, "e_above_lowest_kj_mol": 25.5, "gap_ev": [8.45, 7.35], "spin_multiplicity": 2, "fmax_ev_per_a": 1.0, "total_charge": 1, "mol_weight_da": 580.21}

Q: What is the formula in the third record?
A: C3H5N2OS